1.
The following is a DFT calculation (ωB97M-V/def2-TZVPD) of one molecule with the formula C4H8O2.

Kohn-Sham gap: 11.05 eV
SMILES: CO[C@@H]1CCO1
2S+1: 1
Relative energy (zero: lowest compared OMol25 entry of this formula, charge and spin): 2.1084 eV

```
14
C4H8O2 (ωB97M-V/def2-TZVPD)
O 0.122 0.854 0.673
C 1.169 -0.999 0.642
H 0.040 -0.280 2.445
C 0.445 -0.087 -0.351
O -0.656 -0.737 -0.900
H -2.026 0.693 -0.320
H -1.517 0.808 -2.029
H -2.570 -0.530 -1.507
H 1.033 0.408 -1.141
C 0.754 0.050 1.683
H 2.242 -1.138 0.504
H 0.666 -1.963 0.725
H 1.573 0.591 2.170
C -1.743 0.116 -1.205
```

Here are the Löwdin charges for atoms 1 to 6, given in e: -0.075 -0.056 0.116 -0.391 -0.119 0.086

***

2.
The following is a DFT calculation (ωB97M-V/def2-TZVPD) of one molecule with the formula C4H8O2 at a distorted geometry.

Kohn-Sham gap: 11.55 eV
SMILES: CCCOC=O
2S+1: 1
Relative energy (zero: lowest compared OMol25 entry of this formula, charge and spin): 1.5062 eV

```
14
C4H8O2 (ωB97M-V/def2-TZVPD)
C 1.488 -1.249 -0.563
H 0.955 -2.128 -0.943
O -1.396 0.673 0.817
C 0.642 -0.506 0.451
H 1.723 -0.605 -1.418
H 2.426 -1.581 -0.114
H 0.361 -1.153 1.291
H -2.458 2.084 0.625
H -1.237 -0.791 -0.600
C -0.621 0.016 -0.173
C -1.388 2.064 0.799
O -0.469 2.834 0.855
H 1.175 0.350 0.877
H -0.408 0.726 -0.985
```

Here are the Löwdin charges for atoms 1 to 6, given in e: -0.111 0.075 -0.080 -0.249 0.077 0.071